Formula: C8H22F2N2O2Pd
Source: the Open Molecules 2025 dataset
Level of theory: wB97M-V/def2-TZVPD

```
! RIJCOSX wB97M-V def2-TZVPD def2/J DEFGRID3
* xyz 0 3
Pd 7.98824 1.15020 23.56212
F 9.78414 -1.40171 25.27905
F 6.38065 3.72447 21.76662
O 9.13783 -0.57485 20.45125
O 6.50702 2.68836 26.47476
N 4.79988 0.58686 25.49025
N 11.13817 1.28586 21.47872
C 7.40164 3.47562 27.24335
C 4.22378 1.68340 26.32243
C 12.62816 0.88007 19.55925
C 5.35166 2.22900 27.15208
C 11.14984 0.95853 20.06572
C 8.30645 -1.59677 19.84580
C 10.42500 -0.34873 19.72118
C 3.20859 0.91782 27.16552
H 11.06218 -1.16999 20.04926
H 4.91680 3.07111 27.69046
H 8.13644 3.85086 26.53106
H 11.90552 0.78235 21.90032
H 10.21111 -0.50912 18.66447
H 13.21824 1.74076 19.87409
H 5.60294 1.43555 27.85591
H 10.72118 1.79934 19.52038
H 7.55767 -1.91460 20.57134
H 7.69365 -1.23464 19.02031
H 13.22157 0.06779 19.97898
H 3.58797 0.07994 27.75046
H 12.68501 0.74107 18.47964
H 8.96385 -2.45935 19.73687
H 7.73114 3.01006 28.17221
H 4.05413 0.30164 24.87169
H 3.78612 2.48729 25.73055
H 11.61458 2.17196 21.56795
H 2.77405 1.65385 27.84194
H 2.41531 0.55588 26.51147
H 6.77936 4.28100 27.63350
H 4.94074 -0.22491 26.07445
*
```

LUMO (alpha / beta) = -0.057 / -0.168 hartree
expectation value of S² = 2.01
energy relative to the best compared isomer or geometry (same formula, charge and spin) = 9.0547 eV
HOMO (alpha / beta) = -9.8246 / -6.6580 eV
HOMO-LUMO gap (alpha / beta) = 8.3 / 2.1 eV

Löwdin population analysis, charges in e, atoms 1 to 8: number 1, Pd, carries 0.86; number 2, F, carries -0.49; number 3, F, carries -0.44; number 4, O, carries -0.24; number 5, O, carries -0.21; number 6, N, carries 0.02; number 7, N, carries 0.03; number 8, C, carries -0.09

***

Formula: C2H7S2
Source: the Open Molecules 2025 dataset
Level of theory: wB97M-V/def2-TZVPD

```
! RIJCOSX wB97M-V def2-TZVPD def2/J DEFGRID3
* xyz -1 1
S 2.79307 -1.04996 -0.81888
S -1.85179 0.40095 0.06722
C -0.89026 0.03178 1.54438
C -0.54280 0.18278 -1.15040
H -0.76349 -1.04502 1.69254
H -1.38932 0.41232 2.43179
H 3.39485 0.14525 -0.90550
H -0.22747 -0.85063 -1.21897
H 0.10241 0.46119 1.39760
H -0.93998 0.50457 -2.11293
H 0.31477 0.80677 -0.92684
*
```

LUMO = 0.119 hartree
energy relative to the best compared isomer or geometry (same formula, charge and spin) = 0.3292 eV
HOMO = -2.6188 eV
HOMO-LUMO gap = 5.8 eV

Löwdin population analysis, charges in e, atoms 1 to 8: number 1, S, carries -0.32; number 2, S, carries 0.66; number 3, C, carries -0.45; number 4, C, carries -0.48; number 5, H, carries 0.03; number 6, H, carries 0.01; number 7, H, carries -0.50; number 8, H, carries 0.00

***

Formula: C29H41N7O5PPtSTe
Source: the Open Molecules 2025 dataset
Level of theory: wB97M-V/def2-TZVPD

```
! RIJCOSX wB97M-V def2-TZVPD def2/J DEFGRID3
* xyz -1 5
Pt 1.36457 -0.93228 -0.80249
Te 3.38468 -1.59717 1.80634
S 3.21357 -4.47140 3.46904
P -1.69934 -0.13737 -0.51865
O 1.58002 3.12353 -2.68984
O 3.29630 -0.27990 -4.12314
O 1.17084 1.23828 -1.56345
O 2.93724 -1.24226 -2.13024
O 3.92201 0.53485 0.05211
N -2.99282 -0.74892 0.33978
N -2.25150 -0.15933 -2.09433
N -1.65803 1.48819 -0.15135
N 1.80699 -2.93078 0.44441
N -0.44404 -1.00597 -0.12150
N -1.43755 -4.42744 3.20729
N 0.37628 -4.60193 1.52498
C -1.43358 -1.78636 -4.39478
C 5.14308 2.48136 0.08889
C -0.58292 -0.62045 -3.90067
C -0.58863 -4.44968 2.41567
C 3.45574 2.03753 -1.70756
C -0.84550 1.88673 1.01466
C -2.63468 3.71684 -0.19285
C -4.21883 0.02381 0.44146
C 3.10248 -2.75861 3.49937
C -0.37885 3.32987 0.88583
C -2.23701 -2.37133 -3.23357
C 4.24692 0.79585 -2.23282
C -2.88539 -1.82006 1.32567
C -2.98759 -1.26737 2.74211
C 2.80916 -4.59148 5.12138
C 1.06757 -3.68913 0.98208
C 1.95555 2.13263 -2.04390
C 4.93832 0.32950 -0.94649
C 3.40738 -0.30362 -2.90634
C 2.57262 -3.36748 5.67589
C -1.56558 4.28848 0.76486
C -4.27774 -0.46447 2.90635
C -3.06972 -1.27646 -2.57297
C 6.01335 1.34505 -0.52142
C -4.39014 0.62160 1.83602
C 2.73919 -2.31237 4.74649
C -1.42914 0.42022 -3.17541
C 3.73341 1.94451 -0.19011
C -2.07128 2.57613 -1.03476
H -5.35651 1.13141 1.90241
H 2.75840 -5.55776 5.60086
H -5.13319 -1.14660 2.81151
H -2.12172 -0.61652 2.91638
H 2.58582 -1.26596 4.98420
H -2.12429 0.88907 -3.88774
H -3.65210 -1.67218 -1.74505
H 2.93681 2.31844 0.44861
H 0.25150 3.41627 0.00384
H -2.89961 -3.17367 -3.57574
H -1.43923 1.78509 1.93854
H -3.77477 -0.86977 -3.31354
H -0.80431 -2.55002 -4.85976
H 5.31322 3.45323 -0.37251
H 6.61476 1.67482 -1.36957
H 0.17728 -0.99617 -3.21822
H -1.21144 5.25779 0.40623
H -1.23116 2.92999 -1.64499
H -4.21433 0.80828 -0.31735
H -1.94625 -2.33305 1.17059
H -3.02473 4.49641 -0.85217
H -2.00720 4.46014 1.75224
H -3.48278 3.32784 0.37981
H 5.31209 2.57485 1.16292
H -4.33732 -0.02417 3.90554
H 5.24015 -0.71741 -0.95137
H -3.60958 1.37553 1.98495
H 4.97415 1.11206 -2.97774
H -0.78178 1.19529 -2.76958
H 0.01017 1.21824 1.10323
H -3.70177 -2.54108 1.15810
H 3.89652 2.95051 -2.10262
H 2.28433 -3.22402 6.70831
H 6.68449 0.91354 0.22383
H -5.07373 -0.63486 0.22013
H 0.23505 3.58581 1.75557
H -2.93406 -2.08656 3.46075
H -2.83780 2.19839 -1.71233
H -1.55732 -2.79446 -2.48568
H -2.13251 -1.43361 -5.16610
H -0.04267 -0.13647 -4.71856
*
```

LUMO (alpha / beta) = 0.077 / -0.019 hartree
expectation value of S² = 6.03
energy relative to the best compared isomer or geometry (same formula, charge and spin) = 0.3602 eV
HOMO (alpha / beta) = -4.4884 / -5.1465 eV
HOMO-LUMO gap (alpha / beta) = 6.6 / 4.6 eV

Löwdin population analysis, charges in e, atoms 1 to 8: number 1, Pt, carries 1.08; number 2, Te, carries 1.37; number 3, S, carries 0.94; number 4, P, carries 0.60; number 5, O, carries 0.00; number 6, O, carries 0.06; number 7, O, carries -0.17; number 8, O, carries -0.24

***

Formula: C8H12O3
Source: the Open Molecules 2025 dataset
Level of theory: wB97M-V/def2-TZVPD

```
! RIJCOSX wB97M-V def2-TZVPD def2/J DEFGRID3
* xyz 0 1
O 2.18586 2.46266 0.30895
O 1.11423 -0.80458 0.09755
O 2.95216 0.27505 0.00610
C 3.24586 -2.15256 -0.14047
C -1.45977 -0.48731 1.14396
C 2.37342 -0.93716 0.04698
C -2.92289 0.92490 -0.86922
C 1.88316 1.31737 0.17577
C 0.70723 0.44979 0.22549
C -1.48094 1.03278 -0.84709
C -0.80047 0.68785 0.44893
H -2.36561 -0.14977 1.73346
H -3.31686 1.49046 -0.02471
H 3.64805 -2.37403 0.71763
H -1.78484 -1.25283 0.38961
H 3.92672 -1.92634 -0.88874
H -0.99487 0.40635 -1.56148
H -3.19022 -0.07367 -0.76952
H -0.84147 1.49526 1.11551
H 2.55360 -2.98486 -0.28733
H -1.31059 2.17053 -1.18413
H -0.81308 -0.97839 1.89399
H -3.30867 1.40850 -1.73124
*
```

LUMO = 0.019 hartree
energy relative to the best compared isomer or geometry (same formula, charge and spin) = 2.7922 eV
HOMO = -7.4849 eV
HOMO-LUMO gap = 8.0 eV

Löwdin population analysis, charges in e, atoms 1 to 8: number 1, O, carries 0.09; number 2, O, carries 0.15; number 3, O, carries 0.14; number 4, C, carries 0.08; number 5, C, carries -0.07; number 6, C, carries -0.31; number 7, C, carries -0.13; number 8, C, carries -0.35

***

What is the energy relative to the best compared isomer or geometry (same formula, charge and spin) in the second record? 0.3292 eV

***

Look up the energy relative to the best compared isomer or geometry (same formula, charge and spin) of the fourth one. 2.7922 eV

***

What is the energy relative to the best compared isomer or geometry (same formula, charge and spin) in the fourth record? 2.7922 eV

***

Please write out number 2 again, unchanged.
Formula: C2H7S2
Source: the Open Molecules 2025 dataset
Level of theory: wB97M-V/def2-TZVPD

```
! RIJCOSX wB97M-V def2-TZVPD def2/J DEFGRID3
* xyz -1 1
S 2.79307 -1.04996 -0.81888
S -1.85179 0.40095 0.06722
C -0.89026 0.03178 1.54438
C -0.54280 0.18278 -1.15040
H -0.76349 -1.04502 1.69254
H -1.38932 0.41232 2.43179
H 3.39485 0.14525 -0.90550
H -0.22747 -0.85063 -1.21897
H 0.10241 0.46119 1.39760
H -0.93998 0.50457 -2.11293
H 0.31477 0.80677 -0.92684
*
```

LUMO = 0.119 hartree
energy relative to the best compared isomer or geometry (same formula, charge and spin) = 0.3292 eV
HOMO = -2.6188 eV
HOMO-LUMO gap = 5.8 eV

Löwdin population analysis, charges in e, atoms 1 to 8: number 1, S, carries -0.32; number 2, S, carries 0.66; number 3, C, carries -0.45; number 4, C, carries -0.48; number 5, H, carries 0.03; number 6, H, carries 0.01; number 7, H, carries -0.50; number 8, H, carries 0.00